The following is a DFT calculation (ωB97M-V with the def2-TZVPD basis set) of a structure of composition C26H36InN4OSb2 in a non-equilibrium geometry.

Output
Total charge: +3
Energy above the lowest of the compared OMol25 structures with the same formula, charge and spin (eV): 2.196
LUMO level (spin up / spin down) (eV): -11.84 / -11.94
HOMO-LUMO gap (spin up / spin down) (eV): 3.63 / 3.53
Multiplicity: 1

```
70
C26H36InN4OSb2 | the OMol25 dataset | ωB97M-V with the def2-TZVPD basis set
In -0.7165 0.9394 0.2678
C 1.3423 -3.8055 2.4797
Sb 1.5562 -1.9884 1.3125
C 2.7128 -0.9673 2.8255
C 3.5965 -2.6447 -0.0656
C 3.1739 -3.5924 -0.9859
C 3.1339 -4.9646 -0.6065
C 2.6935 -5.9294 -1.4581
C 2.2319 -5.5833 -2.7537
C 2.2591 -4.2852 -3.1676
C 2.7614 -3.2514 -2.3427
C 2.8688 -1.9643 -2.8805
Sb 0.7208 -0.8716 -2.5719
C 1.3920 0.6097 -4.0006
C -0.4064 -1.9978 -4.0392
H 2.3206 -4.1654 2.7939
H 0.8305 -4.5787 1.9118
H 0.7583 -3.5640 3.3667
H 3.4995 -1.6172 3.1968
H 2.0562 -0.7045 3.6498
H 3.1438 -0.0594 2.4194
H 4.1189 -2.9961 0.8102
H 3.8318 -1.6426 -0.3819
H 3.4718 -5.2205 0.3863
H 2.6920 -6.9652 -1.1606
H 1.8659 -6.3569 -3.4099
H 1.9381 -4.0208 -4.1633
H 2.8513 -1.9121 -3.9583
H 3.5286 -1.2557 -2.4087
H 1.6366 0.1371 -4.9490
H 2.2627 1.1389 -3.6254
H 0.5964 1.3308 -4.1635
H 0.1640 -2.0879 -4.9615
H -1.3203 -1.4457 -4.2496
H -0.6687 -2.9832 -3.6631
C -2.8166 -3.2018 -1.2157
N -3.1779 -2.7845 0.1253
C -4.4648 -3.1980 0.6469
C -2.3844 -1.9680 0.7916
C -2.7811 -1.5580 2.1744
O -1.3062 -1.5347 0.2803
H -3.4171 -4.0559 -1.5206
H -1.7621 -3.4845 -1.2413
H -2.9840 -2.3866 -1.9245
H -4.9945 -3.7683 -0.1107
H -5.0746 -2.3329 0.9112
H -4.3531 -3.8246 1.5327
H -3.0449 -2.4217 2.7791
H -3.6605 -0.9162 2.1344
H -1.9587 -1.0168 2.6434
N 9.1779 5.6629 -2.5530
C 8.2312 5.1980 -2.1149
C 7.0696 4.6000 -1.5691
C 6.6085 4.9892 -0.3123
C 5.4846 4.3857 0.2189
C 4.8031 3.4040 -0.5009
C 5.2663 3.0282 -1.7619
C 6.3975 3.6148 -2.2905
N 3.6478 2.8015 0.0461
C 2.9324 3.2473 1.1229
C 1.8976 2.3801 1.2903
N 1.9539 1.3999 0.3336
C 3.0169 1.6915 -0.3916
H 7.1281 5.7556 0.2428
H 5.1582 4.6909 1.1995
H 4.7511 2.2913 -2.3567
H 6.7612 3.3186 -3.2614
H 3.1702 4.1285 1.6785
H 1.1396 2.3988 2.0550
H 3.3503 1.0896 -1.2143
```